DFT (ωB97M-V with the def2-TZVPD basis set) results for C3H8N2O2 in the gas phase.

## Properties
net charge = 0
orbital gap = 9.98 eV
relative energy (zero: lowest compared OMol25 entry of this formula, charge and spin) = 22.8 kcal/mol
structure (SMILES) = NC(=O)CNCO
E_LUMO = 0.0247 hartree

Element x y z (Å)
N1 1.3034 -0.4599 1.5700
C1 -0.0022 -0.0375 1.5468
O1 -0.5610 0.5556 2.4381
C2 -0.7896 -0.6718 0.3977
N2 -0.0483 -0.6274 -0.8601
C3 -0.2110 0.6175 -1.5815
O2 0.2648 0.5108 -2.9092
H1 1.8972 0.0821 2.1831
H2 1.6715 -0.6871 0.6536
H3 -0.8885 -1.7269 0.6483
H4 -1.7590 -0.1849 0.3092
H5 -0.1875 -1.4530 -1.4239
H6 -1.2496 0.9667 -1.5714
H7 0.4001 1.3719 -1.0846
H8 -0.4581 0.1201 -3.4176


DFT (ωB97M-V with the def2-TZVPD basis set) results for a molecular structure, C8H14LiO8S.

## Properties
net charge = -1
orbital gap = 4.97 eV
relative energy (zero: lowest compared OMol25 entry of this formula, charge and spin) = 40.7 kcal/mol
E_LUMO = 0.0640 hartree

Element x y z (Å)
Li1 -44.4147 -10.7063 -11.4990
S1 -44.0389 -7.7462 -13.2634
O1 -43.9845 -9.1303 -12.9004
O2 -45.1063 -7.5865 -14.2558
O3 -44.1426 -6.9356 -12.0428
O4 -42.7439 -7.5592 -13.8758
C1 -47.0364 -10.8612 -12.2254
O5 -45.8608 -11.6369 -12.8157
H1 -46.8256 -9.7872 -11.8453
H2 -47.5018 -11.4891 -11.4864
H3 -47.7394 -10.7977 -12.9994
H4 -45.8356 -11.7268 -13.7510
C2 -44.1482 -12.8784 -9.8662
O6 -44.1834 -11.5106 -9.6701
H5 -43.3784 -13.0185 -10.4720
H6 -45.2338 -13.1929 -10.0690
H7 -43.7372 -13.2511 -8.7309
H8 -44.3048 -11.2974 -8.8460
C3 -40.0545 -13.4399 -12.9168
C4 -41.0734 -12.9081 -13.6718
C5 -41.5871 -11.6448 -13.2152
C6 -41.0383 -11.0059 -12.1110
C7 -39.9775 -11.5645 -11.2979
C8 -39.5212 -12.8802 -11.7158
O7 -38.7142 -13.6179 -11.0007
O8 -42.5162 -10.9745 -13.8767
H9 -39.5406 -14.3742 -13.4898
H10 -41.2295 -13.4241 -14.3797
H11 -41.2789 -9.9699 -11.8807
H12 -39.5470 -11.0020 -10.3377
H13 -38.5393 -14.4125 -11.4568
H14 -43.0025 -10.1838 -13.4112


DFT (ωB97M-V with the def2-TZVPD basis set) results for a molecular structure, C33H35BrF6IrN6O7S3.

## Properties
net charge = 0
orbital gap (spin up / spin down) = 7.41 / 4.83 eV
relative energy (zero: lowest compared OMol25 entry of this formula, charge and spin) = 60.7 kcal/mol
2S+1 = 2
E_LUMO (spin up / spin down) = -0.0324 / -0.1240 hartree

Element x y z (Å)
Ir1 0.4032 0.1761 0.8721
C1 1.3479 -0.2390 3.8396
N1 1.8761 -0.1185 2.4591
C2 2.8396 1.0073 2.4290
C3 2.6139 -1.3666 2.1476
C4 2.6988 -1.5280 0.6722
C5 3.5689 -2.4459 0.0975
C6 3.5957 -2.6188 -1.2745
C7 2.7756 -1.8344 -2.0812
C8 1.9239 -0.9126 -1.5087
C9 1.8254 -0.7696 -0.1160
H1 2.1951 -0.2821 4.5305
H2 0.7645 -1.1485 3.9243
H3 0.7251 0.6118 4.0620
H4 3.5820 0.8451 3.2163
H5 2.3092 1.9366 2.6068
H6 3.3307 1.0419 1.4581
H7 2.0734 -2.2061 2.5729
H8 3.6003 -1.3323 2.6214
H9 4.2238 -3.0286 0.7354
H10 4.2716 -3.3383 -1.7186
H11 2.8231 -1.9251 -3.1594
H12 1.3888 -0.2320 -2.1549
F1 -4.7851 -1.0738 3.8148
C10 -4.1954 -0.4762 2.7882
F2 -4.5004 0.8126 2.7868
F3 -4.6158 -1.0319 1.6534
S1 -2.3681 -0.6345 2.9404
O1 -1.8849 -0.2643 1.6085
O2 -1.9819 0.1447 4.0688
N2 -2.2305 -2.1979 3.1817
S2 -1.1008 -2.9879 2.4385
O3 -0.0318 -2.1119 1.9619
O4 -0.7051 -4.1530 3.1557
C11 -1.9163 -3.6535 0.9369
F4 -2.8277 -4.5557 1.2735
F5 -2.5147 -2.6813 0.2442
F6 -0.9972 -4.2328 0.1602
Br1 -1.2148 7.7152 3.9455
C12 -0.8006 5.9018 4.3112
C13 -0.2237 5.5728 5.5257
C14 0.0621 4.2405 5.7905
C15 -0.1966 3.2642 4.8412
C16 -0.7670 3.6103 3.6224
C17 -1.0856 4.9378 3.3610
C18 -1.0223 2.6142 2.5212
O5 -2.0073 2.7392 1.8118
O6 -0.0944 1.7049 2.4095
H13 -0.0049 6.3436 6.2517
H14 0.4931 3.9683 6.7454
H15 0.0194 2.2287 5.0596
H16 -1.5532 5.1978 2.4216
C19 2.9090 4.9015 -3.5976
C20 3.1278 3.6888 -2.7465
C21 4.2599 2.8883 -2.8632
C22 4.3510 1.8076 -2.0112
N3 3.4156 1.5177 -1.1075
C23 2.3567 2.3184 -1.1044
S3 1.0644 2.2286 0.1066
N4 2.1701 3.3934 -1.8693
H17 3.7675 5.1074 -4.2338
H18 2.7117 5.7644 -2.9620
H19 2.0277 4.7553 -4.2233
H20 5.0361 3.1086 -3.5822
H21 5.2105 1.1450 -2.0365
C24 -3.5699 -4.0087 -5.3431
C25 -2.1786 -3.4009 -5.2391
N5 -1.9726 -2.7347 -3.9524
C26 -1.4825 -3.5605 -2.8605
C27 0.0148 -3.8470 -2.9812
C28 -2.2639 -1.4178 -3.8753
O7 -2.6374 -0.7752 -4.8481
C29 -2.1823 -0.6521 -2.5699
C30 -3.1973 0.2795 -2.3609
C31 -3.0492 1.2051 -1.3561
C32 -1.8915 1.2032 -0.6007
N6 -0.9182 0.2896 -0.7553
C33 -1.0984 -0.6423 -1.7185
H22 -3.6912 -4.5214 -6.2981
H23 -4.3253 -3.2255 -5.2763
H24 -3.7517 -4.7333 -4.5472
H25 -2.0342 -2.6639 -6.0238
H26 -1.4079 -4.1663 -5.3422
H27 -2.0432 -4.4977 -2.8730
H28 -1.7125 -3.0676 -1.9220
H29 0.2203 -4.6132 -3.7293
H30 0.4250 -4.1885 -2.0321
H31 0.5522 -2.9444 -3.2773
H32 -4.0566 0.2863 -3.0179
H33 -3.7960 1.9610 -1.1591
H34 -1.7527 1.9463 0.1707
H35 -0.3125 -1.3690 -1.8439


DFT (ωB97M-V with the def2-TZVPD basis set) results for a molecular structure, C6H11LiO2.

## Properties
net charge = -1
orbital gap (spin up / spin down) = 3.41 / 7.80 eV
relative energy (zero: lowest compared OMol25 entry of this formula, charge and spin) = 16.1 kcal/mol
2S+1 = 2
E_LUMO (spin up / spin down) = 0.1188 / 0.1236 hartree

Element x y z (Å)
O1 8.6611 -3.5832 3.5270
C1 8.7239 -2.3803 3.3998
C2 8.0305 -1.4043 4.3033
C3 8.7671 -0.1051 4.4481
C4 9.1302 0.4297 5.6154
H1 9.3343 -1.9427 2.5770
H2 7.8012 -1.8784 5.2672
H3 7.0346 -1.2227 3.8425
H4 8.9955 0.4274 3.5178
H5 8.8319 -0.0208 6.5660
H6 9.7208 1.3466 5.6572
C5 6.2091 -2.2680 0.8590
C6 6.1629 -0.7855 1.2111
O2 5.5019 -0.8910 2.4625
Li1 4.1435 -0.5315 3.5172
H7 7.1694 -2.5533 0.4017
H8 5.8254 -2.3790 2.1797
H9 5.2364 -2.5802 0.4470
H10 5.5531 -0.2319 0.4687
H11 7.1842 -0.4224 1.4633